Run w
9
Properties=species:S:1:pos:R:3 method="wB97M-V/def2-TZVPD" charge=0 homo_energy_ev=-9.24 smiles=Oc1cnc(F)o1 orbital_gap_ev=9.55
O -1.63961 0.36348 -1.18129
C -0.68467 0.09842 -0.27827
C -0.55507 -0.51998 0.94399
N 0.86261 -0.56351 1.20358
C 1.36525 -0.18764 0.13502
F 2.68612 0.13768 -0.02587
O 0.59849 0.29338 -0.75899
H -1.32971 1.05503 -1.90416
H -1.30342 -0.67687 1.86599

Run x
9
Properties=species:S:1:pos:R:3 method="wB97M-V/def2-TZVPD" charge=0 homo_energy_ev=-9.70 orbital_gap_ev=8.82
C 0.35106 -0.09117 -0.27875
C -0.79341 0.49042 -0.78328
C -0.03653 -0.35761 0.99954
H 2.42181 -0.34304 -0.29084
H -0.82028 0.81310 -1.80198
N -1.67927 0.92364 0.02632
O 1.34125 -0.69806 -1.11925
O -1.14661 0.42750 1.28036
F 0.36197 -1.16478 1.96787

Least stable = run x

Run w
12
Properties=species:S:1:pos:R:3 method="wB97M-V/def2-TZVPD" charge=0 homo_energy_ev=-9.98 smiles=C[C@@H]1C[C@@H]1F orbital_gap_ev=11.14
C 0.22814 1.14316 -0.91063
C -0.41121 0.32147 0.21403
C 0.27548 -0.52093 1.22944
C -0.36719 -1.18674 0.15009
F 0.51297 -1.45259 -1.00430
H 0.39947 2.24483 -0.78853
H 1.27565 0.82408 -0.92005
H -0.49101 0.76006 -1.90517
H -1.22069 0.83391 0.52887
H 1.40991 -0.61608 1.20932
H -0.19202 -0.58227 2.01629
H -1.41950 -1.76891 0.18064

Run x
12
Properties=species:S:1:pos:R:3 method="wB97M-V/def2-TZVPD" charge=0 homo_energy_ev=-9.42 smiles="C=C(C)CF" orbital_gap_ev=10.50
C 0.36978 -1.47242 0.22355
C 0.10337 -0.17090 0.06835
C 0.73166 0.99521 0.81417
C -0.93072 0.17998 -0.89962
F -1.24680 -0.88018 -1.59279
H 1.14606 -1.85108 0.89398
H -0.21200 -2.20040 -0.35177
H 1.63228 0.73133 1.31409
H -0.03743 1.43081 1.45045
H 0.86270 1.74581 0.07424
H -0.58268 0.91607 -1.59913
H -1.83620 0.57577 -0.39550

Least stable = run w

Run w
12
Properties=species:S:1:pos:R:3 method="wB97M-V/def2-TZVPD" charge=0 homo_energy_ev=-10.62 smiles=FCC1CC1 orbital_gap_ev=11.84
F 0.60388 2.31728 -0.38703
C -0.16015 1.36034 0.33876
C -0.07926 0.13494 -0.49858
C 0.86074 -0.93424 -0.16656
C -0.61554 -1.17705 0.06961
H -1.18067 1.78044 0.35667
H 0.24509 1.32204 1.38841
H -0.25978 0.42262 -1.50364
H 1.43778 -1.44286 -0.94851
H 1.39767 -0.93373 0.71013
H -1.27468 -1.83860 -0.45034
H -0.97507 -1.01118 1.09107

Run x
12
Properties=species:S:1:pos:R:3 method="wB97M-V/def2-TZVPD" charge=0 homo_energy_ev=-9.38 smiles="C=C(F)CC" orbital_gap_ev=10.52
C 1.56077 -0.53835 -0.14882
C 0.69040 0.20090 -0.83549
F 1.11547 0.68334 -1.96958
C -0.70128 0.52167 -0.43662
C -1.07013 -0.14232 0.97748
H 2.52180 -0.67526 -0.68061
H 1.36698 -1.07327 0.81591
H -0.76979 1.60738 -0.49189
H -1.36110 0.14476 -1.23575
H -0.76050 0.63864 1.82372
H -0.46754 -0.96629 1.07301
H -2.12506 -0.40120 1.10864

Least stable = run w

Run w
24
Properties=species:S:1:pos:R:3 method="wB97M-V/def2-TZVPD" charge=0 homo_energy_ev=-9.20 smiles="O=c1cc[nH]c(=O)[nH]1.c1ccccc1" orbital_gap_ev=9.41
O -6.00132 -0.65724 0.87562
C -5.02238 -0.26863 0.24049
C -4.81533 1.06854 -0.12680
C -3.54270 1.31544 -0.35616
N -2.52550 0.31204 -0.50586
C -2.66031 -0.96651 -0.31062
O -1.97714 -1.90949 -0.42218
N -4.01772 -1.19247 -0.14472
H -5.50780 1.82076 0.29183
H -2.95242 2.44061 -0.10067
H -1.47061 0.50271 -0.67163
H -4.42688 -2.09622 0.19820
C 4.51324 -1.04208 -0.14349
C 3.82863 -0.49417 -1.25735
C 3.12460 0.70364 -0.95412
C 2.86812 0.96161 0.33298
C 3.47282 0.21293 1.37446
C 4.32218 -0.75314 1.10625
H 5.20351 -1.75073 -0.40236
H 4.05406 -0.89727 -2.21293
H 2.78133 1.31127 -1.74231
H 2.27281 1.69991 0.77175
H 3.45010 0.85174 2.39604
H 5.02871 -1.17322 1.76357

Run x
24
Properties=species:S:1:pos:R:3 method="wB97M-V/def2-TZVPD" charge=0 homo_energy_ev=-8.89 smiles="O=C(c1ccccc1)n1ccnc1.O" orbital_gap_ev=8.86
O 0.55567 2.05777 1.03618
C 0.41930 0.91809 0.72114
C -0.86935 0.23039 0.63711
C -1.08892 -1.20763 0.89729
C -2.32468 -1.72594 0.54697
C -3.30300 -0.94116 -0.02948
C -3.07534 0.39922 -0.30206
C -1.91751 1.00227 0.06280
N 1.57947 0.07879 0.40079
C 2.89879 0.36004 0.69943
C 3.68068 -0.61805 0.13812
N 2.84585 -1.50120 -0.55145
C 1.63229 -1.03564 -0.46472
H -0.47044 -1.92317 1.38212
H -2.51185 -2.78604 0.67619
H -4.28380 -1.43563 -0.33430
H -3.81902 1.04848 -0.62882
H -1.43182 1.98481 -0.05945
H 3.14158 1.31273 1.34120
H 4.80916 -0.79511 0.21394
H 0.65471 -1.48252 -0.83420
O 0.91051 1.68026 -1.77713
H 1.77024 2.12061 -1.71799
H 0.19749 2.25864 -2.05370

Run y
24
Properties=species:S:1:pos:R:3 method="wB97M-V/def2-TZVPD" charge=0 homo_energy_ev=-9.13 smiles="O=c1cc[nH]c(=O)[nH]1.c1ccccc1" orbital_gap_ev=9.65
O 2.52089 -1.94543 -1.59708
C 2.84130 -1.04918 -0.91134
C 3.26571 -1.34993 0.58161
C 3.18063 -0.34432 1.51413
N 3.03427 0.88980 1.02118
C 2.87146 1.34961 -0.25815
O 2.66696 2.51395 -0.49665
N 2.74421 0.31514 -1.22262
H 3.26613 -2.35823 0.95336
H 3.36900 -0.41303 2.50638
H 3.17178 1.65008 1.56961
H 2.21438 0.70954 -2.05130
C -2.18514 -1.23289 -0.03131
C -1.61749 0.00553 -0.54148
C -2.35343 1.19607 -0.61557
C -3.78169 1.24482 -0.31250
C -4.24890 0.02110 0.33950
C -3.45398 -1.15147 0.27820
H -1.57074 -2.12842 0.17920
H -0.46608 0.11296 -0.54378
H -1.91159 2.11732 -1.03285
H -4.43588 2.10820 -0.50968
H -5.36446 0.04398 0.81971
H -3.75731 -2.30520 0.36143

Run z
24
Properties=species:S:1:pos:R:3 method="wB97M-V/def2-TZVPD" charge=0 homo_energy_ev=-9.24 smiles="O=c1cc[nH]c(=O)[nH]1.c1ccccc1" orbital_gap_ev=9.52
O 0.41937 2.43775 -0.10214
C 0.86912 1.31773 0.18345
C 0.60232 0.61400 1.36155
C 1.19225 -0.53760 1.58075
N 2.23087 -1.09412 0.84257
C 2.62805 -0.49544 -0.27362
O 3.59252 -0.93201 -0.95034
N 1.84200 0.67136 -0.60367
H -0.18274 0.86054 2.16964
H 0.83370 -1.07377 2.41135
H 2.59704 -2.06495 1.04123
H 1.97745 1.01991 -1.54884
C -3.08048 0.64900 0.24842
C -3.53176 -0.63440 0.34363
C -2.73088 -1.66944 -0.16296
C -1.50929 -1.33005 -0.86920
C -1.15604 0.08628 -1.17696
C -1.91221 0.97563 -0.42627
H -3.72396 1.56893 0.56516
H -4.53024 -0.85024 0.81538
H -3.14812 -2.62717 0.04685
H -0.89189 -2.08885 -1.36843
H -0.19774 0.31302 -1.71361
H -1.56521 2.00172 -0.52382

Least stable = run w